{"formula": "C6H9ClN", "method": "ωB97M-V/def2-TZVPD", "species": ["C", "C", "C", "C", "N", "C", "C", "Cl", "H", "H", "H", "H", "H", "H", "H", "H", "H"], "coordinates": [[-2.1026, -2.0895, -0.5470], [-1.4751, -1.3207, 0.3637], [-1.4547, 0.1164, 0.3369], [-0.4057, 0.9527, 0.2273], [0.9448, 0.7349, 0.0542], [1.7977, 1.8166, -0.0644], [1.4744, -0.4760, 0.0543], [3.0907, -0.5731, -0.2861], [-2.4971, -1.5157, -1.3190], [-2.0377, -3.1768, -0.3785], [-1.0497, -1.9302, 1.1960], [-2.4611, 0.4956, 0.3155], [-0.6477, 2.0575, 0.0907], [1.4530, 2.3241, -0.8883], [2.8285, 1.5520, -0.1651], [1.6793, 2.4260, 0.8604], [0.8631, -1.3938, 0.1492]], "mulliken_charge": [-0.65, -0.53, -0.17, -0.07, 0.01, -1.05, 0.23, -0.09, 0.34, 0.28, 0.46, 0.41, 0.32, 0.45, 0.34, 0.38, 0.36], "total_charge": 1, "homo_ev": -13.58, "orbital_gap_ev": 8.184, "smiles": "C=C/C=C\\[N+](C)=C\\Cl"}


{"formula": "C22H21ClN2O3S", "method": "ωB97M-V/def2-TZVPD", "species": ["C", "C", "N", "C", "C", "C", "C", "O", "N", "C", "C", "C", "C", "C", "O", "C", "C", "O", "C", "C", "C", "S", "C", "C", "C", "C", "Cl", "C", "C", "H", "H", "H", "H", "H", "H", "H", "H", "H", "H", "H", "H", "H", "H", "H", "H", "H", "H", "H", "H", "H"], "coordinates": [[-4.0714, 2.6825, -1.6291], [-3.5765, 1.3871, -1.0650], [-2.3392, 1.2022, -1.0240], [-1.8750, -0.0658, -0.5306], [-0.7819, -0.0855, 0.1658], [-0.1601, -1.1098, 0.7901], [1.0401, -0.7405, 1.7434], [0.7987, -0.5903, 3.0442], [2.2769, -0.8281, 0.9074], [2.6505, -1.0442, -0.2718], [3.2370, 0.4043, -0.7678], [4.4786, 0.6489, 0.0318], [4.0968, 0.5124, 1.4545], [3.4820, -0.7359, 1.9882], [5.4694, -0.4171, 0.1009], [6.4825, 0.2088, -0.8998], [6.4550, 1.5660, -0.3840], [4.8919, 1.7487, -0.2960], [-0.5985, -2.4209, 0.5046], [-1.6419, -2.4152, -0.5930], [-2.3830, -1.2964, -0.9775], [-3.7204, -1.5906, -1.9392], [-4.9979, -0.5817, -0.8114], [-6.0902, -1.4482, -0.4391], [-6.9070, -1.1609, 0.3863], [-6.7885, 0.4476, 0.8792], [-8.0109, 1.0251, 1.9783], [-5.7863, 1.1182, 0.2168], [-4.8990, 0.5404, -0.3793], [-4.4121, 3.2197, -0.9414], [-4.8539, 2.5884, -2.5756], [-3.3806, 3.2078, -2.1189], [-0.4228, 0.9713, 0.6710], [1.6630, -1.4515, -0.8228], [3.4350, -1.9473, -0.4418], [2.4288, 1.0384, -0.4932], [3.4978, 0.1323, -1.7201], [3.5068, 1.5827, 1.8162], [5.0718, 0.6741, 1.9848], [3.1068, -0.8774, 2.9879], [4.1174, -1.6697, 1.8175], [6.2144, 0.1417, -1.8959], [7.3441, -0.2245, -0.6967], [6.7963, 1.9408, 0.6120], [6.6234, 2.1854, -1.3118], [-0.0769, -3.0674, 0.8202], [-1.9973, -3.4184, -0.8770], [-6.0858, -2.5365, -0.5007], [-7.6418, -1.4606, 0.8203], [-5.6656, 2.0095, 0.6822]], "mulliken_charge": [-1.76, 0.84, -0.62, -0.01, 0.75, -0.34, 0.01, -0.66, 0.22, -0.45, -1.15, 1.24, -0.91, -0.93, -0.42, -0.58, -0.35, -0.48, -1.03, -0.72, 0.60, -0.32, 0.11, -0.71, -1.02, 0.12, -0.19, -0.81, 1.17, 0.53, 0.25, 0.54, 0.12, 0.32, 0.20, 0.40, 0.53, 0.17, 0.43, 0.48, 0.26, 0.30, 0.49, 0.31, 0.26, 0.93, 0.36, 0.27, 0.83, 0.40], "homo_ev": -8.33, "orbital_gap_ev": 8.778, "smiles": "CC1=Nc2cc(C(=O)N3CCC4(CC3)OCCO4)ccc2Sc2ccc(Cl)cc21"}


{"formula": "C4H6N2O2", "method": "ωB97M-V/def2-TZVPD", "species": ["C", "C", "C", "C", "H", "H", "H", "H", "H", "H", "N", "N", "O", "O"], "coordinates": [[0.3247, 1.2108, -0.4692], [-0.5745, -1.1130, -0.8238], [-1.6019, -0.9701, 0.3162], [1.5786, -0.6405, -0.0037], [-1.7170, 1.0160, -0.1053], [1.6724, 1.5931, -0.9215], [-0.9204, -1.2316, -1.8689], [0.0279, -2.1030, -0.2838], [-2.2175, -2.2625, 0.2368], [1.9778, -1.8836, -0.3982], [-0.8212, 1.9090, -0.4193], [0.5288, -0.2584, -0.6674], [-1.6600, 0.1985, 1.1456], [2.2677, 0.1008, 0.9582]], "mulliken_charge": [0.15, -0.62, 0.20, -0.01, 0.40, 0.23, 0.24, 0.33, 0.28, 0.24, -0.65, 0.20, -0.47, -0.53], "homo_ev": -9.41, "orbital_gap_ev": 7.807}


{"formula": "C4H4N", "method": "ωB97M-V/def2-TZVPD", "species": ["C", "C", "C", "N", "C", "H", "H", "H", "H"], "coordinates": [[0.4780, -0.9309, -1.9271], [-0.0629, -0.7344, -0.8610], [-0.6160, -0.5234, 0.4644], [-0.0415, 0.6511, 0.9582], [0.5513, 1.5852, 1.2715], [0.7115, -1.0148, -2.9729], [-0.2686, -1.4092, 1.0218], [-1.6530, -0.1072, 0.3331], [0.9012, 2.4835, 1.7121]], "mulliken_charge": [0.16, -0.55, -0.20, 0.08, 0.07, 0.43, 0.29, 0.28, 0.45], "total_charge": 1, "homo_ev": -14.97, "orbital_gap_ev": 9.861, "smiles": "C#CC[N+]#C"}


{"formula": "C7H10N3S", "method": "ωB97M-V/def2-TZVPD", "species": ["C", "C", "C", "C", "C", "C", "C", "N", "N", "N", "S", "H", "H", "H", "H", "H", "H", "H", "H", "H", "H"], "coordinates": [[0.9704, 2.6227, 0.0878], [-0.3247, 3.1059, 0.0421], [1.2945, 1.2519, 0.1488], [-1.3936, 2.1495, 0.0875], [0.3089, 0.3080, -0.0012], [-1.0023, 0.8430, -0.0116], [-0.9932, -1.5281, 0.0569], [0.2318, -1.0858, -0.0278], [-1.9116, -0.6327, 0.0495], [2.2703, -2.8338, 0.2246], [-3.5911, -0.6884, 0.1384], [1.7816, 3.2638, -0.0874], [-0.6685, 4.0784, -0.0923], [2.2881, 0.9021, 0.0252], [-2.3968, 2.6233, -0.0909], [-1.0941, -2.5954, 0.0153], [1.0872, -1.7200, -0.0061], [2.0355, -3.4676, -0.6098], [2.0001, -3.1565, 1.1235], [3.1007, -2.4111, 0.1100], [-3.9934, -1.0293, -1.1824]], "mulliken_charge": [-0.56, -0.37, -0.51, -0.68, 0.32, 0.68, 0.00, 0.07, -0.18, -0.91, -0.12, 0.40, 0.45, 0.35, 0.31, 0.41, 0.40, 0.28, 0.24, 0.22, 0.20], "total_charge": 1, "homo_ev": -12.96, "orbital_gap_ev": 9.673}


{"formula": "C2HGdO2", "method": "ωB97M-V/def2-TZVPD", "species": ["O", "C", "C", "O", "H", "Gd"], "coordinates": [[-2.2118, -1.0940, 1.7581], [-1.1532, -1.2787, 1.2454], [0.5405, 0.9495, -0.9086], [1.5034, 0.2552, -1.3306], [0.1418, 1.6939, -1.6413], [1.1794, -0.5259, 0.8771]], "mulliken_charge": [-0.12, 0.06, -0.42, -0.45, 0.27, 1.65], "total_charge": 1, "multiplicity": 9, "s_squared": 20.04, "homo_ev": [-12.41, -13.12], "orbital_gap_ev": [6.761, 7.658]}


{"formula": "C5H8O", "method": "ωB97M-V/def2-TZVPD", "species": ["C", "C", "C", "C", "O", "C", "H", "H", "H", "H", "H", "H", "H", "H"], "coordinates": [[3.0181, 0.5606, -0.0299], [2.1678, -0.2866, 0.0767], [0.8913, -1.0022, 0.1774], [-0.1427, 0.1353, 0.1980], [-1.4731, -0.3042, 0.1269], [-2.2629, 0.3882, -0.8158], [3.7498, 1.3311, -0.1276], [0.8369, -1.6169, 1.0829], [0.7282, -1.6655, -0.6801], [0.0194, 0.7203, 1.1141], [0.0885, 0.7853, -0.6536], [-1.7671, 1.3076, -1.1565], [-2.4589, -0.2439, -1.6918], [-3.2174, 0.6709, -0.3596]], "mulliken_charge": [0.01, -0.39, -0.46, -0.53, -0.34, -0.57, 0.38, 0.25, 0.26, 0.24, 0.38, 0.31, 0.23, 0.23], "homo_ev": -9.70, "orbital_gap_ev": 10.742, "smiles": "C#CCCOC"}


{"formula": "C4H9NO", "method": "ωB97M-V/def2-TZVPD", "species": ["C", "C", "O", "C", "C", "N", "H", "H", "H", "H", "H", "H", "H", "H", "H"], "coordinates": [[-1.9246, 0.2365, -0.4214], [-0.6799, 0.4765, 0.4391], [-0.7001, -0.0055, 1.7258], [0.5129, -0.3618, -0.2104], [1.7209, 0.2212, -0.7312], [1.4815, -0.5863, 0.8332], [-2.7852, 0.8307, -0.1022], [-1.7028, 0.5010, -1.4681], [-2.2062, -0.8216, -0.3808], [-0.4071, 1.5550, 0.3903], [0.4425, -0.3367, 1.7893], [0.1605, -1.2543, -0.7280], [2.0707, 1.1767, -0.3716], [2.1653, -0.1044, -1.6935], [1.8514, -1.5271, 0.9296]], "mulliken_charge": [-1.32, 0.48, -0.66, -0.03, -0.59, -0.60, 0.33, 0.33, 0.34, 0.19, 0.40, 0.34, 0.31, 0.25, 0.22], "homo_ev": -9.18, "orbital_gap_ev": 9.836, "smiles": "C[C@@H](O)[C@H]1CN1"}


Number 1: calculated total energy -748.61022 a.u.. Number 2: calculated total energy -2043.92247 a.u.. Number 3: calculated total energy -415.63449 a.u.. Number 4: calculated total energy -209.15175 a.u.. Number 5: calculated total energy -834.90408 a.u.. Number 6: calculated total energy -992.59862 a.u.. Number 7: calculated total energy -270.45407 a.u.. Number 8: calculated total energy -287.68961 a.u..